# 1
Formula: C54H138N6O18
Source: the OMol25 dataset
Level of theory: ωB97M-V/def2-TZVPD

Results
- SMILES: COCCNCCOC.COCCNCCOC.COCCNCCOC.COCCNCCOC.COCCNCCOC.COCCNCCOC.CC(C)O.CC(C)O.CC(C)O.CC(C)O.CC(C)O.CC(C)O
- Largest force on an atom: 0.05714 Eh/bohr
- ΔE to the lowest compared entry with this formula, charge and spin: 3.679 eV
- Lowest unoccupied orbital energy: 0.5210 eV
- Orbital gap: 8.914 eV

Structure (XYZ):
```
216
Properties=species:S:1:pos:R:3:mulliken_charge:R:1
C -18.559 -15.399 8.687 -1.187
O -18.894 -15.619 7.281 0.794
C -18.205 -14.842 6.300 -0.858
C -18.786 -15.185 4.938 1.331
N -18.419 -16.556 4.421 0.025
C -19.001 -16.850 3.086 0.431
C -18.805 -18.313 2.623 -1.262
O -19.649 -19.154 3.320 -0.035
C -19.518 -20.507 2.896 -0.141
H -17.564 -15.777 8.924 0.277
H -19.197 -15.899 9.416 0.147
H -18.639 -14.332 8.895 0.415
H -17.132 -15.023 6.359 0.427
H -18.465 -13.800 6.482 -0.059
H -18.501 -14.439 4.196 -0.561
H -19.856 -15.290 5.120 -0.389
H -18.728 -17.196 5.139 -0.491
H -18.486 -16.198 2.381 0.116
H -20.060 -16.596 3.129 -0.091
H -17.776 -18.616 2.817 0.444
H -19.000 -18.351 1.551 0.422
H -20.071 -20.778 1.997 0.270
H -19.893 -21.018 3.783 -0.287
H -18.493 -20.783 2.644 0.377
C -15.421 -23.378 8.618 -0.571
O -14.598 -22.342 8.167 -0.313
C -14.425 -22.306 6.735 -0.356
C -13.493 -21.068 6.511 -0.895
N -14.013 -19.752 6.938 -0.402
C -15.110 -19.277 6.072 -0.431
C -15.785 -17.987 6.646 -0.175
O -16.670 -18.062 7.768 -0.399
C -17.899 -18.775 7.542 -0.331
H -15.171 -24.399 8.330 0.328
H -16.370 -23.282 8.090 0.069
H -15.651 -23.205 9.670 0.287
H -15.428 -22.185 6.326 0.239
H -14.067 -23.278 6.396 0.461
H -13.220 -21.024 5.457 0.412
H -12.524 -21.198 6.994 0.346
H -14.403 -19.834 7.866 0.313
H -15.850 -20.044 5.842 0.239
H -14.675 -18.960 5.125 0.387
H -16.305 -17.357 5.924 -0.044
H -14.942 -17.366 6.948 0.335
H -18.514 -18.400 6.724 0.016
H -18.573 -18.598 8.380 -0.043
H -17.761 -19.856 7.513 0.510
C -22.510 -15.006 3.049 -0.857
O -21.264 -14.378 2.726 0.071
C -21.228 -13.866 1.339 -0.847
C -19.746 -13.662 1.005 -0.419
N -19.217 -12.701 2.009 -0.308
C -17.813 -12.479 1.798 -0.642
C -17.173 -11.684 2.946 -0.799
O -17.564 -12.209 4.230 -0.178
C -16.517 -11.974 5.154 -1.017
H -22.738 -15.889 2.452 0.362
H -23.335 -14.303 2.938 0.521
H -22.434 -15.280 4.102 -0.055
H -21.814 -12.948 1.297 0.356
H -21.629 -14.522 0.566 0.437
H -19.622 -13.318 -0.022 0.520
H -19.226 -14.620 1.029 0.076
H -19.181 -13.161 2.907 0.182
H -17.627 -12.073 0.804 0.546
H -17.282 -13.431 1.797 0.239
H -17.475 -10.643 2.827 0.321
H -16.097 -11.600 2.799 0.570
H -15.774 -12.767 5.234 0.346
H -16.906 -11.902 6.169 0.268
H -15.879 -11.128 4.900 0.469
C -30.001 -22.546 2.774 -0.770
O -28.858 -22.604 3.669 -0.276
C -28.000 -23.755 3.415 -0.729
C -26.804 -23.658 4.389 -0.519
N -25.922 -22.541 4.088 -0.324
C -24.979 -22.325 5.177 -0.498
C -24.446 -20.904 4.989 0.242
O -25.465 -19.914 4.705 -0.521
C -26.436 -19.710 5.654 0.215
H -30.816 -23.055 3.288 0.269
H -29.816 -22.951 1.779 0.323
H -30.249 -21.498 2.605 0.232
H -27.608 -23.827 2.400 0.387
H -28.602 -24.649 3.580 0.469
H -26.311 -24.627 4.314 0.355
H -27.171 -23.570 5.411 0.337
H -26.415 -21.668 3.966 0.318
H -24.182 -23.067 5.203 0.569
H -25.476 -22.464 6.137 0.012
H -23.702 -20.941 4.193 0.400
H -23.855 -20.534 5.827 -0.387
H -26.680 -20.669 6.110 0.421
H -27.318 -19.305 5.160 0.217
H -26.065 -18.997 6.390 -0.615
C -21.899 -25.533 10.836 -0.925
O -21.469 -24.186 10.523 -0.378
C -21.657 -23.341 11.607 -0.886
C -21.321 -21.854 11.400 -0.433
N -22.171 -21.060 10.466 0.005
C -21.590 -19.792 10.127 -0.159
C -21.232 -18.769 11.248 -0.584
O -19.870 -19.090 11.619 -0.301
C -19.332 -18.046 12.427 -0.700
H -22.830 -25.588 11.400 0.349
H -21.159 -26.068 11.432 0.311
H -22.112 -26.020 9.885 0.326
H -20.925 -23.797 12.274 0.377
H -22.718 -23.329 11.857 0.378
H -20.285 -21.867 11.063 0.360
H -21.482 -21.315 12.333 0.437
H -22.303 -21.605 9.625 -0.052
H -22.349 -19.371 9.467 -0.109
H -20.725 -19.963 9.487 0.534
H -21.883 -18.760 12.122 0.519
H -21.286 -17.743 10.883 0.146
H -20.016 -17.907 13.265 0.360
H -19.208 -17.149 11.821 0.108
H -18.402 -18.431 12.845 0.251
C -24.116 -15.876 11.968 -0.233
O -24.877 -14.835 11.338 -0.567
C -24.532 -14.554 9.947 0.152
C -23.070 -14.067 9.687 -0.489
N -22.934 -13.944 8.211 1.348
C -21.595 -13.664 7.731 -0.583
C -21.029 -12.353 8.259 -1.318
O -20.582 -12.477 9.600 -0.184
C -20.008 -11.268 10.089 -0.853
H -23.793 -16.569 11.192 -0.191
H -24.853 -16.366 12.605 0.360
H -23.253 -15.548 12.547 0.275
H -25.252 -13.786 9.666 0.142
H -24.685 -15.451 9.347 -0.165
H -22.418 -14.914 9.905 0.078
H -22.813 -13.150 10.217 0.618
H -23.666 -13.308 7.930 -0.643
H -21.632 -13.724 6.644 0.239
H -20.943 -14.474 8.058 0.115
H -21.686 -11.488 8.164 0.458
H -20.242 -12.071 7.559 0.667
H -20.590 -10.361 9.922 0.325
H -18.996 -11.133 9.708 0.269
H -20.025 -11.463 11.161 0.251
C -20.497 -24.177 7.158 -1.455
C -20.900 -22.742 7.529 1.049
C -21.232 -21.784 6.456 -0.148
O -22.067 -22.958 8.276 -0.479
H -21.093 -24.494 6.302 0.332
H -20.698 -24.879 7.967 0.241
H -19.469 -24.248 6.800 0.333
H -20.121 -22.316 8.162 0.064
H -22.141 -22.103 5.947 -0.521
H -20.474 -21.855 5.676 0.257
H -21.340 -20.767 6.835 -0.100
H -21.809 -23.437 9.066 0.245
C -26.021 -15.218 2.694 -0.813
C -27.473 -15.732 2.673 0.372
C -28.083 -15.789 4.088 -0.828
O -28.353 -14.820 2.095 -0.613
H -25.963 -14.257 3.206 0.164
H -25.637 -15.103 1.681 0.493
H -25.327 -15.935 3.132 0.088
H -27.444 -16.693 2.159 0.176
H -28.289 -14.818 4.539 0.341
H -27.386 -16.301 4.752 -0.218
H -29.044 -16.297 4.172 0.529
H -29.232 -15.203 2.136 0.366
C -27.417 -15.168 7.568 -0.998
C -27.943 -16.384 8.316 2.444
C -28.861 -15.990 9.482 -1.700
O -28.503 -17.283 7.376 -0.626
H -26.950 -14.537 8.325 0.324
H -28.181 -14.632 7.006 0.520
H -26.611 -15.404 6.873 -0.316
H -27.088 -16.940 8.701 -1.216
H -29.306 -16.845 9.992 0.425
H -29.676 -15.352 9.139 0.380
H -28.239 -15.523 10.245 0.338
H -28.479 -18.175 7.731 0.369
C -25.518 -18.870 9.798 -0.249
C -26.360 -20.062 9.731 0.309
C -25.533 -21.178 9.090 -0.417
O -26.726 -20.367 11.031 -0.651
H -24.617 -19.076 10.376 0.279
H -25.993 -17.985 10.221 0.323
H -25.238 -18.599 8.780 -0.348
H -27.299 -19.809 9.239 0.174
H -26.230 -22.011 8.989 0.475
H -24.646 -21.547 9.604 -0.279
H -25.270 -20.839 8.088 -0.074
H -25.966 -20.453 11.612 0.375
C -25.211 -12.371 5.431 -0.929
C -24.668 -11.373 6.419 0.944
C -25.264 -9.993 6.217 -1.391
O -25.036 -11.932 7.676 -0.497
H -24.898 -13.387 5.670 -0.253
H -24.816 -12.133 4.443 0.474
H -26.299 -12.339 5.366 0.357
H -23.579 -11.320 6.400 -0.137
H -26.254 -10.114 5.778 0.343
H -24.674 -9.461 5.470 0.362
H -25.350 -9.346 7.089 0.418
H -24.845 -11.272 8.347 0.279
C -24.225 -16.852 5.822 0.000
C -23.211 -17.499 6.748 2.101
C -21.722 -17.313 6.398 -0.468
O -23.354 -17.054 8.059 1.748
H -24.076 -15.773 5.850 -0.706
H -25.236 -17.116 6.134 -1.357
H -23.949 -17.159 4.814 0.677
H -23.444 -18.558 6.865 -1.012
H -21.129 -17.843 7.144 -0.243
H -21.386 -16.276 6.409 -0.538
H -21.444 -17.820 5.475 0.698
H -23.237 -16.102 8.063 -0.997
```


# 2
Formula: C54H142Cl2N10O25V
Source: the OMol25 dataset
Level of theory: ωB97M-V/def2-TZVPD

Results
- Expectation value of S²: 0.7808
- Largest force on an atom: 0.09837 Eh/bohr
- Multiplicity: 2
- Lowest unoccupied orbital energy (alpha / beta): -2.2345 / -1.7912 eV
- Orbital gap (alpha / beta): 5.560 / 6.004 eV

Structure (XYZ):
```
234
Properties=species:S:1:pos:R:3:mulliken_spin:R:1
O 6.749 2.634 -0.244 -0.239
V 5.349 2.876 -0.951 1.264
Cl 3.220 5.713 -4.224 -0.001
O 2.347 6.201 -5.216 0.000
O 4.248 5.012 -4.898 0.000
O 3.839 6.707 -3.515 0.000
O 2.496 4.878 -3.261 0.000
Cl 0.588 1.383 -0.323 0.012
O 1.029 2.147 0.779 -0.001
O -0.823 1.251 -0.224 0.000
O 0.879 2.120 -1.540 -0.005
O 1.260 0.109 -0.332 -0.003
C 1.550 -2.571 5.514 0.000
C 1.578 -1.184 6.207 0.000
C 2.534 -1.238 7.443 0.000
O 1.958 -0.205 5.287 0.000
H 2.462 -3.155 5.389 0.000
H 1.107 -2.535 4.519 0.000
H 0.847 -3.179 6.083 0.000
H 0.617 -0.852 6.599 0.000
H 3.532 -1.573 7.158 0.000
H 2.004 -1.965 8.059 0.000
H 2.634 -0.235 7.856 0.000
H 1.317 -0.210 4.573 0.000
C -3.895 0.994 -6.424 0.000
C -3.479 0.427 -5.009 0.000
C -3.167 1.382 -3.874 0.000
O -4.403 -0.553 -4.716 0.000
H -4.784 1.605 -6.271 0.000
H -3.901 0.203 -7.173 0.000
H -3.220 1.801 -6.709 0.000
H -2.534 -0.098 -5.154 0.000
H -3.824 2.247 -3.964 0.000
H -2.099 1.564 -3.995 0.000
H -3.412 0.953 -2.902 0.000
H -3.965 -1.302 -4.305 0.000
C -1.076 -1.618 -2.626 0.000
O -2.420 -1.898 -2.431 0.000
C -2.793 -2.086 -1.086 0.000
C -4.295 -2.519 -1.003 0.000
N -4.832 -3.634 -1.864 0.000
C -6.219 -3.953 -1.582 0.000
C -6.399 -4.674 -0.232 0.000
O -5.875 -6.024 -0.441 0.000
C -5.552 -6.713 0.694 0.000
H -0.397 -2.230 -2.032 0.000
H -0.894 -0.563 -2.420 0.000
H -0.925 -1.896 -3.669 0.000
H -2.463 -1.185 -0.569 0.000
H -2.154 -2.920 -0.795 0.000
H -4.737 -1.608 -1.408 0.000
H -4.595 -2.650 0.037 0.000
H -4.611 -3.637 -2.850 0.000
H -6.659 -4.421 -2.463 0.000
H -6.824 -3.050 -1.494 0.000
H -7.460 -4.736 0.009 0.000
H -5.853 -4.123 0.535 0.000
H -5.210 -7.678 0.319 0.000
H -6.453 -6.820 1.299 0.000
H -4.718 -6.181 1.150 0.000
C -5.921 -8.643 3.944 0.000
O -4.934 -7.669 3.405 0.000
C -3.524 -7.898 3.806 0.000
C -2.500 -6.931 3.060 0.000
N -2.956 -5.502 3.094 0.000
C -2.155 -4.521 2.374 0.000
C -0.676 -4.482 2.773 0.000
O -0.047 -3.445 1.932 0.000
C 1.316 -3.720 1.602 -0.001
H -5.608 -8.875 4.962 0.000
H -5.906 -9.626 3.474 0.000
H -6.930 -8.240 4.034 0.000
H -3.333 -8.951 3.600 0.000
H -3.396 -7.721 4.874 0.000
H -2.295 -7.398 2.096 0.000
H -1.593 -6.905 3.665 0.000
H -3.830 -5.549 2.590 0.000
H -2.629 -3.618 2.760 0.000
H -2.314 -4.667 1.306 0.000
H -0.148 -5.361 2.404 0.000
H -0.498 -4.442 3.848 0.000
H 1.867 -2.803 1.810 0.001
H 1.381 -4.001 0.551 0.000
H 1.861 -4.526 2.092 0.000
C -4.763 1.302 -0.195 0.000
O -5.622 2.472 -0.238 0.000
C -5.861 2.890 -1.542 0.000
C -7.455 2.925 -1.778 0.000
N -7.911 3.169 -3.198 0.000
C -7.456 2.223 -4.165 0.000
C -7.905 0.738 -3.733 0.000
O -9.405 0.831 -3.753 0.000
C -9.974 0.485 -4.981 0.000
H -3.865 1.432 -0.800 0.000
H -5.330 0.431 -0.523 0.000
H -4.335 1.136 0.794 0.000
H -5.260 2.411 -2.314 0.000
H -5.610 3.942 -1.681 0.000
H -7.865 3.686 -1.113 0.000
H -7.859 1.962 -1.465 0.000
H -8.902 3.365 -3.207 0.000
H -6.416 2.547 -4.207 0.000
H -7.784 2.437 -5.182 0.000
H -7.413 0.261 -2.885 0.000
H -7.639 -0.020 -4.470 0.000
H -9.685 1.078 -5.848 0.000
H -11.049 0.613 -4.850 0.000
H -10.046 -0.593 -5.127 0.000
C 6.284 -5.406 -4.795 0.000
O 6.809 -5.326 -3.415 0.000
C 6.284 -6.303 -2.532 0.000
C 4.823 -5.692 -2.236 0.000
N 4.796 -4.267 -1.754 0.000
C 3.442 -3.689 -1.783 -0.001
C 2.823 -3.736 -3.186 0.000
O 3.657 -3.196 -4.209 0.000
C 3.000 -2.631 -5.342 0.000
H 6.622 -6.300 -5.318 0.000
H 6.638 -4.476 -5.238 0.000
H 5.214 -5.198 -4.779 0.000
H 6.927 -6.157 -1.664 0.000
H 6.395 -7.287 -2.987 0.000
H 4.277 -6.271 -1.491 0.000
H 4.268 -5.681 -3.173 0.000
H 5.274 -3.674 -2.418 0.000
H 3.403 -2.646 -1.470 0.001
H 2.850 -4.225 -1.041 0.000
H 2.001 -3.050 -2.984 0.001
H 2.519 -4.752 -3.437 0.000
H 3.879 -2.220 -5.838 0.000
H 2.299 -1.811 -5.190 0.000
H 2.525 -3.369 -5.988 0.000
C 4.380 -0.342 2.205 -0.004
C 5.092 0.347 0.961 -0.017
C 5.467 -0.706 -0.099 0.030
O 6.612 -0.280 -0.780 0.012
C 6.989 -1.349 -1.666 0.002
N 4.326 1.475 0.424 -0.112
H 3.338 -0.513 1.933 0.001
H 4.365 0.002 3.240 0.000
H 4.839 -1.297 2.462 0.000
H 6.018 0.726 1.393 -0.015
H 4.646 -0.845 -0.802 0.006
H 5.669 -1.618 0.463 0.000
H 7.866 -1.128 -2.274 0.000
H 6.277 -1.579 -2.460 -0.001
H 7.333 -2.201 -1.080 0.000
H 3.398 1.086 0.328 0.056
H 4.116 1.918 1.307 -0.008
C 3.318 1.270 -4.603 -0.001
C 4.314 1.232 -3.404 0.028
C 5.699 1.688 -3.915 0.002
O 6.564 2.043 -2.719 -0.003
C 7.933 1.808 -3.109 0.001
N 3.749 2.293 -2.483 -0.012
H 3.446 2.154 -5.228 0.000
H 2.250 1.270 -4.383 0.000
H 3.562 0.417 -5.237 0.000
H 4.263 0.312 -2.822 -0.021
H 5.548 2.549 -4.566 -0.001
H 5.972 0.836 -4.538 -0.001
H 8.471 1.688 -2.168 -0.002
H 8.276 2.719 -3.599 0.001
H 8.140 0.885 -3.651 0.002
H 2.850 2.197 -2.033 -0.008
H 3.466 3.108 -3.008 0.007
C 3.255 5.062 5.716 0.000
C 2.866 3.605 6.004 0.000
C 1.407 3.438 6.397 0.000
O 1.239 4.207 7.642 0.000
C -0.137 4.283 7.949 0.000
N 3.029 2.774 4.839 0.000
H 3.508 5.679 6.578 0.000
H 2.489 5.523 5.092 0.000
H 4.157 5.022 5.106 0.000
H 3.397 3.201 6.866 0.000
H 1.069 2.419 6.584 0.000
H 0.790 3.819 5.584 0.000
H -0.084 5.027 8.744 0.000
H -0.590 3.343 8.264 0.000
H -0.669 4.655 7.073 0.000
H 2.125 2.915 4.412 0.000
H 3.002 1.847 5.239 0.000
C -1.483 6.549 -2.249 0.000
C -1.290 5.010 -1.984 0.000
C -2.366 4.427 -1.074 0.001
O -2.455 5.072 0.241 0.000
C -1.377 4.701 1.197 0.001
N -1.273 4.242 -3.228 0.000
H -0.544 6.844 -2.718 0.000
H -1.613 7.154 -1.351 0.000
H -2.333 6.659 -2.922 0.000
H -0.338 4.722 -1.539 0.000
H -2.286 3.346 -0.959 0.000
H -3.393 4.603 -1.394 0.000
H -1.188 5.541 1.866 0.000
H -0.397 4.605 0.730 0.000
H -1.652 3.782 1.714 0.000
H -0.396 3.750 -3.139 0.000
H -0.974 4.982 -3.847 0.000
C -1.081 1.563 4.137 0.000
C -1.225 0.137 3.734 0.000
C -2.485 -0.177 2.880 0.000
O -3.819 -0.031 3.462 0.000
C -4.322 1.181 3.805 0.000
N 0.035 -0.239 3.119 0.001
H -1.655 2.131 3.405 0.000
H -0.018 1.779 4.245 0.000
H -1.633 1.667 5.071 0.000
H -1.206 -0.462 4.644 0.000
H -2.414 -1.241 2.656 0.000
H -2.547 0.427 1.974 0.000
H -5.370 1.046 4.073 0.000
H -4.219 1.931 3.021 0.000
H -3.865 1.452 4.757 0.000
H -0.143 -1.054 2.551 0.000
H 0.249 0.474 2.436 0.000
C 2.501 6.121 0.594 0.003
C 3.703 5.221 0.577 0.007
C 3.998 4.417 1.897 0.006
O 5.171 3.737 1.608 0.022
C 6.056 3.850 2.778 -0.001
N 3.393 4.184 -0.399 -0.021
H 2.382 6.766 -0.277 0.000
H 2.442 6.776 1.463 0.000
H 1.560 5.574 0.543 -0.001
H 4.574 5.755 0.198 -0.007
H 3.186 3.787 2.260 0.001
H 4.166 5.208 2.628 -0.001
H 6.838 3.170 2.439 -0.001
H 5.641 3.603 3.755 0.000
H 6.503 4.835 2.914 0.000
H 2.784 4.445 -1.161 0.019
H 2.715 3.585 0.050 0.003
```